# C55H91NO10

A 8-piece molecular cluster, C55H91NO10 overall in a non-equilibrium geometry (wB97M-V/def2-TZVPD, the Open Molecules 2025 dataset).

Geometry as XYZ:
```
157
Properties=species:S:1:pos:R:3
C 2.38858 -0.55467 2.30520
C 2.99537 -1.98146 2.79260
C 1.79747 -3.01020 3.09606
C 2.11911 -4.51347 2.56307
C 1.07361 -4.99643 1.43931
C 1.02881 -4.03515 0.14846
C 2.45925 -3.93520 -0.61534
C 2.48479 -2.74263 -1.71485
C 3.87211 -1.88286 -1.66373
C 3.59934 -0.31731 -1.28580
C 4.03619 0.65088 -2.48351
C 3.84809 2.22463 -2.16125
C 2.38455 2.59398 -1.64717
C 2.04973 3.68757 -0.60063
C 0.56594 3.92616 -0.14073
C 0.31436 5.05385 0.98792
N 0.08284 4.46763 2.34902
C -0.61691 3.09796 -0.71357
C -0.26056 2.01486 -1.77795
C 1.19590 1.77774 -2.22817
C -1.37910 1.08776 -2.41625
O -1.28854 0.49979 -3.53217
C -2.69715 0.86770 -1.51640
C -3.48422 -0.43413 -1.76979
C -4.77866 -0.66762 -0.94095
C -5.21424 0.40500 0.09858
C -6.59030 0.16160 0.92231
C -7.77848 0.36885 -0.17980
C -9.18071 -0.26209 0.27414
C -9.40729 -1.80443 -0.13867
C -8.10712 -2.56144 -0.69592
C -8.30776 -4.16720 -0.44759
O -7.27627 -4.67074 0.46805
C -7.47952 -4.15880 1.80594
C -4.37456 1.70624 0.36924
C -3.08898 1.95172 -0.44914
C -2.13584 3.23994 -0.27589
O -2.56402 4.34213 0.16667
H 1.52533 -0.72393 1.57788
H 3.24152 0.02895 1.78417
H 2.08336 0.04168 3.22738
H 3.68944 -2.43068 1.99847
H 3.60268 -1.78752 3.75693
H 1.54492 -3.00689 4.21251
H 0.85343 -2.62940 2.55262
H 3.21140 -4.54323 2.18786
H 2.06278 -5.18832 3.48651
H 0.04349 -5.05481 1.96409
H 1.34299 -6.08760 1.16925
H 0.21114 -4.46620 -0.54814
H 0.66648 -2.99185 0.45838
H 3.26480 -3.80731 0.18283
H 2.60553 -4.95712 -1.13637
H 1.55455 -2.08072 -1.62779
H 2.46729 -3.26212 -2.74494
H 4.47917 -2.29713 -0.77002
H 4.45102 -2.00804 -2.63783
H 4.19468 -0.02528 -0.33786
H 2.49700 -0.25835 -0.99803
H 3.52835 0.44580 -3.48244
H 5.16758 0.49537 -2.63714
H 4.00595 2.77657 -3.16412
H 4.61967 2.63781 -1.43119
H 2.90500 4.29099 -0.15097
H 1.31083 5.63372 1.06264
H -0.54560 5.72592 0.62966
H -0.54455 5.06421 2.90707
H -0.27525 3.50759 2.26005
H 1.41884 0.96297 -3.00228
H -3.11987 -1.18395 -2.56359
H -5.35539 -1.63247 -1.15770
H -6.71641 0.91256 1.77854
H -6.59624 -0.88831 1.37196
H -7.44083 0.07745 -1.23222
H -7.93725 1.51555 -0.21354
H -10.01053 0.34310 -0.26003
H -9.39271 -0.14275 1.39390
H -9.76573 -2.34897 0.81034
H -10.25363 -1.86393 -0.91473
H -7.99230 -2.45091 -1.83588
H -7.13166 -2.29571 -0.17290
H -9.35808 -4.42945 -0.07936
H -8.09315 -4.71404 -1.44333
H -8.51769 -3.69893 1.94886
H -7.21766 -4.91919 2.63235
H -6.72884 -3.28634 1.94992
H -4.69737 2.48802 1.13469
C 4.85406 2.23790 -7.63086
C 3.89156 1.59157 -6.66996
C 2.42049 1.75796 -6.94479
O 4.28758 0.95911 -5.70800
H 5.87782 2.03550 -7.30874
H 4.71378 1.82442 -8.63183
H 4.69790 3.31882 -7.64276
H 2.17223 1.32313 -7.91534
H 2.15611 2.81752 -6.92630
H 1.84694 1.24068 -6.17253
C -3.70495 3.10960 -6.19422
C -2.88348 4.11208 -5.42802
C -3.07229 4.16545 -3.93555
O -2.09770 4.85016 -5.99332
H -3.46575 3.18263 -7.25736
H -3.47205 2.09897 -5.85129
H -4.76829 3.31946 -6.05929
H -2.81132 3.20111 -3.49434
H -4.10752 4.42209 -3.70020
H -2.41737 4.93175 -3.51496
C 6.44524 -7.76122 2.35762
C 5.12462 -7.22719 1.86907
C 4.83643 -7.33230 0.39503
O 4.32123 -6.72974 2.63531
H 6.51578 -7.61879 3.43811
H 6.51787 -8.82896 2.13970
H 7.26480 -7.22082 1.87901
H 4.83754 -8.38103 0.08992
H 5.58450 -6.77278 -0.17092
H 3.85126 -6.90830 0.18786
C -0.94096 1.60577 3.98597
C -0.66263 0.60854 5.07931
C -1.09114 0.97427 6.47585
O -0.11308 -0.45096 4.84403
H -0.57863 1.20960 3.03408
H -2.01656 1.77944 3.90615
H -0.42003 2.54246 4.19655
H -2.17309 1.12019 6.50649
H -0.57760 1.88335 6.79620
H -0.82765 0.16395 7.15893
C 1.89170 7.72296 3.02656
C 0.74661 8.12763 3.91679
C 0.53029 9.60074 4.14142
O 0.02372 7.29645 4.43477
H 1.92686 6.63345 2.95575
H 1.74666 8.13490 2.02532
H 2.83453 8.07693 3.44927
H 0.32589 10.09570 3.18960
H 1.41252 10.03828 4.61358
H -0.32761 9.74393 4.80181
C 2.07807 -7.87480 5.12633
C 0.70666 -8.44322 4.87492
C 0.12522 -9.34491 5.93223
O 0.09153 -8.18478 3.85750
H 2.36950 -7.24526 4.28310
H 2.06667 -7.26393 6.03184
H 2.80372 -8.68523 5.22495
H 0.02759 -8.79935 6.87328
H 0.76440 -10.22019 6.06692
H -0.86547 -9.67990 5.61736
C 6.31708 6.75165 -4.33165
C 5.35739 6.10138 -3.37050
C 3.88528 6.26223 -3.64473
O 5.75564 5.47038 -2.40949
H 7.34163 6.55299 -4.01003
H 6.17796 6.33792 -5.33280
H 6.15694 7.83190 -4.34313
H 3.63810 5.82676 -4.61544
H 3.61699 7.32073 -3.62577
H 3.31397 5.74223 -2.87223
```

For the frontier orbital gap, the calculation gives 0.27627 hartree. The calculation puts the HOMO energy at -8.65 eV. As for the spin multiplicity: 1. The SMILES is CCCCCCCCCCCCc1cc(CN)c2c(c1)C(=O)c1ccc(CCCCCCOC)cc1C2=O.CC(C)=O.CC(C)=O.CC(C)=O.CC(C)=O.CC(C)=O.CC(C)=O.CC(C)=O.